No. 1
Below is a molecular structure, C32H41IrN2PS2, with properties calculated with ωB97M-V with the def2-TZVPD basis set.

Last column: Löwdin charge in e.
Cartesian coordinates (Å):
Ir (0.3570, -1.6247, -0.8145)  1.0688
S (1.3377, -2.3481, -5.0412)  1.2496
C (0.2986, -0.9548, -5.0526)  -0.4193
C (-0.1239, -0.2146, -6.1541)  -0.0457
C (-0.9206, 0.8850, -5.9201)  -0.0341
C (-1.2960, 1.2408, -4.6183)  -0.0330
C (-0.8808, 0.5043, -3.5285)  -0.0168
C (-0.0723, -0.6006, -3.7559)  -0.2627
N (0.4777, -1.4755, -2.8048)  -0.1099
C (1.2276, -2.4220, -3.3593)  -0.5350
C (1.9563, -3.2892, -2.4541)  -0.2633
C (2.6338, -4.4472, -2.7975)  0.0059
C (3.3183, -5.1443, -1.8100)  -0.0166
C (3.3473, -4.6643, -0.5090)  -0.0153
C (2.6453, -3.5129, -0.1464)  -0.0831
C (1.9312, -2.8464, -1.1225)  -0.2488
H (0.1659, -0.4921, -7.1587)  0.1280
H (-1.2605, 1.4820, -6.7549)  0.1257
H (-1.9245, 2.1086, -4.4696)  0.1180
H (-1.1718, 0.7653, -2.5235)  0.0695
H (2.6261, -4.8021, -3.8213)  0.1282
H (3.8340, -6.0621, -2.0566)  0.1286
H (3.9066, -5.1945, 0.2502)  0.1288
H (2.6736, -3.1741, 0.8786)  0.0936
S (-0.9947, -3.4025, -0.7761)  0.8064
C (-0.3328, -3.4298, 0.7691)  -0.7160
N (0.2394, -3.1793, 1.7485)  0.1803
C (-0.8285, 4.3886, -0.7212)  -0.1735
C (0.6187, 3.8681, -0.6652)  -0.1628
C (0.6838, 2.3377, -0.5596)  -0.2021
C (-0.4661, 1.8404, 0.3298)  -0.4112
C (-1.8252, 2.0932, -0.3637)  -0.1919
C (-1.7715, 3.3281, -1.2789)  -0.1739
P (-0.2609, 0.1071, 0.8705)  1.0320
C (-1.7841, -0.4514, 1.7299)  -0.4236
C (-2.2380, 0.4997, 2.8628)  -0.1721
C (-3.6937, 0.1896, 3.2664)  -0.1712
C (-4.0198, -1.2903, 3.0826)  -0.1784
C (-3.9511, -1.6838, 1.5943)  -0.1703
C (-2.9824, -0.7783, 0.8216)  -0.2256
C (1.0889, 0.0218, 2.1170)  -0.4090
C (1.0937, 1.1827, 3.1508)  -0.1720
C (2.2378, 2.1640, 2.9067)  -0.1758
C (3.6089, 1.4756, 2.9975)  -0.1677
C (3.5577, 0.0142, 2.5218)  -0.1712
C (2.4740, -0.1575, 1.4614)  -0.2237
H (-0.8742, 5.2860, -1.3362)  0.1191
H (-1.1691, 4.6869, 0.2738)  0.1206
H (1.1358, 4.3067, 0.1904)  0.1130
H (1.1702, 4.1824, -1.5522)  0.1202
H (1.6580, 2.0511, -0.1686)  0.0820
H (0.5918, 1.8779, -1.5495)  0.0996
H (-0.4406, 2.3986, 1.2709)  0.1157
H (-2.5930, 2.2418, 0.3965)  0.1140
H (-2.1328, 1.2181, -0.9402)  0.0794
H (-2.7788, 3.7288, -1.3893)  0.1242
H (-1.4335, 3.0466, -2.2805)  0.0930
H (-1.4535, -1.3883, 2.1892)  0.0874
H (-2.1622, 1.5457, 2.5580)  0.1030
H (-1.5873, 0.3646, 3.7274)  0.1149
H (-4.3868, 0.7904, 2.6727)  0.1207
H (-3.8373, 0.4889, 4.3041)  0.1222
H (-5.0122, -1.5056, 3.4751)  0.1192
H (-3.3237, -1.8910, 3.6749)  0.1180
H (-4.9401, -1.6044, 1.1417)  0.1205
H (-3.6470, -2.7297, 1.4960)  0.1070
H (-3.4875, 0.1451, 0.5418)  0.1034
H (-2.6775, -1.2582, -0.1105)  0.0539
H (0.8614, -0.9136, 2.6359)  0.0922
H (1.2062, 0.7405, 4.1430)  0.1329
H (0.1442, 1.7148, 3.1684)  0.0851
H (2.1767, 2.9693, 3.6383)  0.1238
H (2.1139, 2.6357, 1.9278)  0.0936
H (3.9749, 1.5082, 4.0237)  0.1181
H (4.3296, 2.0336, 2.3982)  0.1169
H (3.3337, -0.6554, 3.3574)  0.1234
H (4.5285, -0.2915, 2.1320)  0.1193
H (2.5318, -1.1475, 1.0068)  0.0556
H (2.6395, 0.5692, 0.6615)  0.1005

Calculated values
HOMO energy (alpha / beta), eV: -14.6 / -14.7
Spin multiplicity: 2
Frontier orbital gap (alpha / beta), hartree: 0.2220 / 0.2083
Energy above the lowest of the compared OMol25 structures with the same formula, charge and spin, kJ/mol: 182.2
Net charge: +2
E_LUMO (alpha / beta), Eh: -0.316 / -0.330
Expectation value of S²: 0.76


No. 2
Below is a molecular structure, C24H18AuBCl2F4N3O2Se2, with properties calculated with ωB97M-V with the def2-TZVPD basis set.

Last column: Löwdin charge in e.
Cartesian coordinates (Å):
Au (0.2136, -1.2189, -0.4858)  1.1991
Se (-1.1081, -0.2389, 1.2541)  0.8463
Se (-3.1468, -1.0147, 0.3010)  0.8620
C (-2.6037, -0.9091, -1.5124)  -0.6447
C (-3.5755, -0.8732, -2.4938)  -0.0669
C (-3.1864, -0.7781, -3.8203)  0.0018
C (-1.8418, -0.6768, -4.1318)  -0.0131
C (-0.9232, -0.7222, -3.1074)  -0.1187
N (-1.2986, -0.8528, -1.8237)  -0.1274
C (-0.9601, -1.7716, 2.4596)  -0.6075
C (-1.3260, -1.5997, 3.7792)  -0.0782
C (-1.2541, -2.7372, 4.5778)  -0.0271
C (-0.8295, -3.9294, 4.0159)  -0.0144
C (-0.4900, -3.9631, 2.6664)  -0.0716
N (-0.5624, -2.8839, 1.8942)  0.0444
H (-4.6212, -0.9115, -2.2229)  0.1188
H (-3.9346, -0.7723, -4.6013)  0.1308
H (-1.4952, -0.6007, -5.1513)  0.1327
H (0.1394, -0.6903, -3.2981)  0.1313
H (-1.6414, -0.6431, 4.1726)  0.1080
H (-1.5226, -2.6833, 5.6240)  0.1227
H (-0.7592, -4.8293, 4.6101)  0.1195
H (-0.1533, -4.8729, 2.1869)  0.1307
F (-0.9000, -3.6344, -1.3926)  0.1211
B (0.1152, -3.7057, -2.3351)  -1.1522
F (1.0314, -2.4537, -1.9133)  -0.1176
F (0.9236, -4.7694, -2.2343)  0.2283
F (-0.3066, -3.3702, -3.5902)  0.1825
Cl (3.8348, 3.7166, -1.5207)  0.7486
C (2.2560, 3.2071, -2.0357)  -0.5734
C (2.0504, 2.9623, -3.3772)  -0.0926
C (0.8022, 2.5498, -3.8223)  -0.0753
C (-0.2202, 2.4049, -2.9044)  -0.1367
C (0.0018, 2.6536, -1.5573)  -0.5571
Cl (-1.3932, 2.5661, -0.5088)  0.7271
C (1.2448, 3.0627, -1.0640)  -0.3128
N (1.5167, 3.3761, 0.2535)  0.0692
C (1.0679, 2.6876, 1.4205)  -0.2470
C (0.2583, 3.3529, 2.3282)  -0.0214
C (-0.0836, 2.7626, 3.5369)  -0.0560
C (0.4048, 1.5053, 3.8496)  -0.0895
C (1.2128, 0.8271, 2.9434)  -0.0878
C (1.5435, 1.4021, 1.7174)  -0.1983
C (2.4443, 0.6892, 0.7342)  -0.0567
C (2.6395, -0.7590, 1.1182)  -0.5902
O (3.5181, -1.1402, 1.8351)  0.1477
O (1.7589, -1.6618, 0.6388)  -0.1808
H (2.8716, 3.0987, -4.0666)  0.1141
H (0.6283, 2.3725, -4.8742)  0.1137
H (-1.2192, 2.1364, -3.2194)  0.0997
H (2.4052, 3.8391, 0.3776)  0.0955
H (-0.0927, 4.3446, 2.0752)  0.1248
H (-0.7049, 3.2984, 4.2420)  0.1147
H (0.1810, 1.0574, 4.8094)  0.1125
H (1.6285, -0.1365, 3.2164)  0.1252
H (3.4244, 1.1699, 0.7053)  0.1450
H (2.0373, 0.7609, -0.2789)  0.0968

Calculated values
HOMO energy, eV: -11.3
Frontier orbital gap, hartree: 0.2043
Energy above the lowest of the compared OMol25 structures with the same formula, charge and spin, kJ/mol: 78.3
Net charge: +1
E_LUMO, Eh: -0.211


No. 3
Below is 2 unconnected molecules or ions with the total composition C5H4NO4, with properties calculated with ωB97M-V with the def2-TZVPD basis set.

Last column: Löwdin charge in e.
Cartesian coordinates (Å):
C (1.1275, -1.2323, -2.6832)  -0.1659
C (-0.6736, 1.6520, 1.9324)  -0.6402
C (-0.3063, -1.0686, -0.9807)  -0.5351
C (0.4150, 0.8518, 1.7703)  0.0768
C (0.6352, 0.0217, -1.1028)  -0.0884
N (1.4555, -0.0832, -2.1229)  0.0151
O (-0.7138, 2.8647, 2.1954)  0.0029
O (-0.0109, -1.8618, -2.0560)  -0.0023
O (-1.9339, 1.0525, 1.7966)  -0.0296
O (-1.2353, -1.2419, -0.1898)  0.0153
H (1.4852, -1.8282, -3.5616)  0.1169
H (1.4308, 1.0976, 1.7759)  0.0351
H (0.1766, -0.2339, 1.6833)  0.0573
H (-1.8519, 0.0096, 1.5431)  0.1422

Calculated values
HOMO energy (alpha / beta), eV: -3.5 / -3.4
Frontier orbital gap (alpha / beta), hartree: 0.2342 / 0.2262
Energy above the lowest of the compared OMol25 structures with the same formula, charge and spin, kJ/mol: 463.2
Net charge: -1
E_LUMO (alpha / beta), Eh: 0.107 / 0.101


No. 4
Below is a molecular structure, C21H26Br2FN3O4V, with properties calculated with ωB97M-V with the def2-TZVPD basis set.

Last column: Löwdin charge in e.
Cartesian coordinates (Å):
V (-0.2307, -0.4206, 0.6632)  0.5701
Br (2.6466, 1.3824, 1.0805)  0.7634
C (2.0871, 0.6810, 2.7724)  -0.8840
Br (1.3199, -1.1089, 2.4783)  0.8299
H (1.2809, 1.3012, 3.1565)  0.0111
H (2.9389, 0.6032, 3.4450)  0.0262
F (-6.6476, -2.6003, 0.6889)  0.0737
C (-6.1763, -1.3396, 0.6012)  -0.1707
C (-4.8175, -1.1850, 0.6908)  0.1044
C (-4.2324, 0.0790, 0.5770)  -0.0362
C (-2.8081, 0.2593, 0.6113)  -0.2087
O (-1.9651, -0.6626, 0.8699)  -0.0947
C (-2.3270, 1.5719, 0.3283)  0.0045
C (-3.1737, 2.6247, 0.2149)  0.0856
N (-4.5183, 2.4610, 0.2945)  0.0164
C (-5.3435, 3.6374, 0.3137)  -0.2580
C (-6.1115, 3.9364, 1.5703)  -0.0840
C (-4.9351, 4.7804, 1.1948)  -0.0664
C (-5.0736, 1.2034, 0.3959)  -0.1004
C (-6.4563, 1.0128, 0.3377)  0.0703
C (-7.0556, -0.2476, 0.4152)  -0.1114
N (-8.4360, -0.3797, 0.3710)  -0.0803
C (-9.2971, 0.5680, -0.3044)  -0.1169
C (-10.4332, 0.9691, 0.6524)  -0.0669
N (-10.7999, -0.2185, 1.4807)  0.0663
C (-10.6014, -1.4730, 0.7119)  -0.0829
C (-9.0938, -1.6752, 0.5054)  -0.1178
C (-0.8279, 1.5084, 0.4188)  -0.6611
O (-0.2993, 1.7219, 1.5077)  0.0084
O (-0.2370, 0.9207, -0.5442)  -0.0618
H (-4.1862, -2.0505, 0.8314)  0.1443
H (-2.8199, 3.6341, 0.0720)  0.1642
H (-5.7905, 3.8622, -0.6494)  0.1622
H (-5.9965, 3.2574, 2.4028)  0.1177
H (-7.0970, 4.3638, 1.4752)  0.1083
H (-4.0356, 4.6790, 1.7828)  0.1152
H (-5.1193, 5.7816, 0.8393)  0.1183
H (-7.0692, 1.8889, 0.2262)  0.0993
H (-9.7085, 0.1069, -1.2102)  0.1416
H (-8.7564, 1.4544, -0.6248)  0.1261
H (-11.3033, 1.3040, 0.0858)  0.1457
H (-10.1266, 1.7756, 1.3194)  0.1406
H (-11.7658, -0.1369, 1.8173)  0.1978
H (-10.1853, -0.2598, 2.3039)  0.1950
H (-11.1404, -1.3890, -0.2337)  0.1431
H (-11.0140, -2.3202, 1.2623)  0.1490
H (-8.9415, -2.3112, -0.3771)  0.1492
H (-8.6851, -2.1981, 1.3717)  0.1343
C (2.2590, -1.9030, -0.8785)  -0.0451
O (0.9486, -2.4124, -1.0911)  -0.0847
C (-0.0885, -1.9404, -0.4886)  -0.3242
C (-1.3108, -2.6773, -0.9296)  -0.0410
H (2.8301, -2.1611, -1.7708)  0.1086
H (2.7128, -2.4020, -0.0167)  0.0924
H (2.2462, -0.8138, -0.7432)  0.0458
H (-1.0393, -3.4877, -1.6066)  0.0951
H (-1.9743, -1.9762, -1.4443)  0.0921
H (-1.8450, -3.0826, -0.0686)  0.0814

Calculated values
HOMO energy (alpha / beta), eV: -12.4 / -11.4
Spin multiplicity: 2
Frontier orbital gap (alpha / beta), hartree: 0.2460 / 0.2072
Net charge: +2
E_LUMO (alpha / beta), Eh: -0.209 / -0.210
Expectation value of S²: 1.03


Number 1: DFT total energy -2594.96594 hartree. Number 2: DFT total energy -7523.33118 hartree. Number 3: DFT total energy -548.54001 hartree. Number 4: DFT total energy -7472.32033 hartree.